115
Properties=species:S:1:pos:R:3:lowdin_charge:R:1 method="wB97M-V/def2-TZVPD" spin_multiplicity=1 relative_energy_kj_mol=558.4 charge=0
Ba -0.771 -0.283 1.044 1.740
F -4.941 -5.106 4.690 0.109
C -4.791 -4.250 3.679 -0.164
C -3.503 -3.990 3.261 -0.148
F -2.379 -4.480 3.855 0.078
C -3.312 -2.995 2.328 -0.190
F -1.960 -2.537 2.198 -0.155
C -4.344 -2.297 1.681 -0.619
S -4.012 -1.008 0.564 0.503
C -5.609 -2.526 2.210 -0.218
F -6.588 -1.590 2.029 0.053
C -5.858 -3.557 3.134 -0.158
F -7.083 -3.807 3.550 0.132
C -2.069 1.252 -1.523 -0.328
Si -2.892 0.994 -3.147 0.554
C -3.763 -0.764 -3.287 -0.241
N -2.799 -1.747 -3.685 -0.227
C -2.675 -2.803 -2.677 -0.204
C -1.625 -3.883 -2.948 -0.190
C -1.723 -4.298 -4.395 -0.214
C -1.713 -3.150 -5.420 -0.198
C -2.738 -2.102 -5.120 -0.202
C -4.415 1.920 -3.707 -0.240
C -5.464 2.027 -2.781 -0.105
C -6.577 2.774 -3.043 -0.099
C -6.709 3.397 -4.292 -0.082
C -5.666 3.259 -5.250 -0.101
C -4.529 2.522 -4.993 -0.107
C -1.445 1.310 -4.271 -0.251
C -0.318 0.486 -4.117 -0.136
C 0.847 0.680 -4.850 -0.114
C 0.993 1.835 -5.645 -0.113
C -0.158 2.610 -5.913 -0.091
C -1.280 2.474 -5.046 -0.092
H -2.729 1.876 -0.879 -0.061
H -0.978 1.504 -1.515 -0.103
H -4.601 -0.734 -4.030 0.087
H -4.233 -0.926 -2.296 0.042
H -3.624 -3.341 -2.549 0.120
H -2.533 -2.298 -1.745 0.062
H -1.699 -4.706 -2.283 0.090
H -0.606 -3.454 -2.801 0.110
H -2.645 -4.873 -4.496 0.108
H -0.957 -5.006 -4.777 0.110
H -2.009 -3.519 -6.399 0.099
H -0.703 -2.700 -5.634 0.120
H -3.727 -2.461 -5.503 0.123
H -2.521 -1.127 -5.573 0.113
H -5.301 1.609 -1.806 0.095
H -7.434 2.875 -2.407 0.094
H -7.548 4.036 -4.455 0.081
H -5.724 3.713 -6.227 0.088
H -3.870 2.353 -5.846 0.095
H -0.313 -0.337 -3.415 0.092
H 1.627 -0.044 -4.674 0.086
H 1.928 2.000 -6.268 0.105
H -0.161 3.380 -6.673 0.088
H -2.018 3.265 -5.178 0.087
C 2.037 -4.063 0.844 0.006
O 2.849 -2.976 1.382 -0.020
C 2.505 -1.720 1.035 -0.464
O 1.442 -1.515 0.349 -0.213
C 3.535 -0.677 1.227 -0.309
C 4.001 -0.374 2.505 -0.266
As 4.007 1.476 3.286 1.392
C 5.984 1.573 3.560 -0.248
C 4.148 2.465 1.612 -0.293
C 3.217 1.934 0.707 -0.310
As 3.855 0.395 -0.422 1.372
C 5.836 0.563 -0.320 -0.251
C 1.767 1.870 0.833 -0.531
O 1.099 1.712 1.902 -0.079
O 1.116 1.796 -0.372 -0.183
C 1.285 2.918 -1.303 0.003
C 5.120 3.488 1.192 -0.551
O 5.737 3.557 0.149 0.077
O 5.299 4.378 2.169 -0.034
C 6.342 5.322 1.693 -0.012
C 4.386 -1.229 3.662 -0.496
O 3.907 -1.009 4.795 0.040
O 5.314 -2.248 3.532 -0.035
C 6.231 -2.317 2.349 0.005
H 1.726 -3.833 -0.211 0.112
H 1.102 -4.147 1.435 0.108
H 2.583 -4.989 0.844 0.090
H 6.220 1.186 4.556 0.034
H 6.380 2.574 3.474 0.020
H 6.458 0.855 2.860 0.031
H 6.247 0.163 -1.275 0.043
H 6.181 -0.049 0.544 0.013
H 6.039 1.581 -0.170 -0.032
H 0.703 3.769 -0.906 0.118
H 0.830 2.598 -2.229 0.080
H 2.315 3.177 -1.512 0.087
H 6.596 6.050 2.494 0.104
H 6.053 5.881 0.846 0.080
H 7.299 4.752 1.558 0.114
H 6.348 -3.384 2.151 0.099
H 7.171 -1.820 2.661 0.105
H 5.801 -1.841 1.492 0.039
N 0.451 0.402 8.667 0.076
C 0.244 1.403 7.786 -0.814
S 0.394 3.020 8.210 0.654
C -0.081 0.943 6.426 -0.239
C -0.921 1.763 5.671 -0.025
C -1.326 1.355 4.411 -0.077
N -0.793 0.199 3.914 -0.062
C -0.002 -0.535 4.640 -0.176
C 0.384 -0.264 5.928 0.001
H 0.416 0.699 9.650 0.109
H 0.240 -0.590 8.379 0.130
H -1.171 2.719 6.099 0.079
H -2.095 1.938 3.844 0.139
H 0.386 -1.452 4.182 0.118
H 1.048 -0.894 6.527 0.124


108
Properties=species:S:1:pos:R:3:lowdin_charge:R:1 method="wB97M-V/def2-TZVPD" spin_multiplicity=1 relative_energy_kj_mol=36.3 charge=0
Cd -1.415 0.548 -0.132 1.199
N -5.839 -1.381 -1.135 0.052
C -4.862 -0.430 -1.012 -0.981
S -3.786 -0.162 -2.288 0.542
N -4.879 0.160 0.193 -0.060
N -3.847 0.978 0.411 -0.123
C -3.990 1.816 1.368 -0.127
C -2.886 2.710 1.716 -0.271
C -3.081 3.761 2.611 -0.019
C -2.024 4.589 2.927 -0.051
C -0.785 4.358 2.344 -0.051
C -0.671 3.292 1.474 -0.154
N -1.686 2.485 1.163 0.020
H -6.063 -1.640 -2.081 0.073
H -6.615 -1.297 -0.495 0.090
H -4.935 1.897 1.900 0.117
H -4.061 3.912 3.044 0.115
H -2.160 5.410 3.620 0.112
H 0.070 4.982 2.561 0.108
H 0.270 3.067 0.994 0.074
Te 3.001 -0.321 -2.919 1.251
C 4.240 1.349 -2.519 -0.551
C 3.806 2.661 -2.674 -0.126
C 4.677 3.695 -2.373 -0.156
N 5.930 3.513 -1.950 0.053
C 6.342 2.255 -1.828 -0.165
C 5.544 1.148 -2.093 -0.146
C 1.368 0.227 -1.747 -1.077
P -0.212 0.604 -2.375 0.741
C -0.328 2.294 -3.058 -0.367
C 0.436 3.293 -2.460 -0.136
C 0.286 4.619 -2.833 -0.085
C -0.646 4.963 -3.805 -0.089
C -1.426 3.976 -4.392 -0.078
C -1.271 2.648 -4.019 -0.093
C -0.574 -0.486 -3.785 -0.406
C -0.077 -0.199 -5.056 -0.124
C -0.238 -1.105 -6.093 -0.079
C -0.888 -2.311 -5.865 -0.084
C -1.376 -2.608 -4.600 -0.078
C -1.223 -1.698 -3.565 -0.168
P 1.314 -0.116 -0.034 0.790
C 2.901 0.488 0.686 -0.376
C 3.062 1.865 0.834 -0.130
C 4.255 2.410 1.280 -0.085
C 5.317 1.573 1.601 -0.092
C 5.178 0.204 1.448 -0.078
C 3.986 -0.334 0.980 -0.094
C 1.431 -1.930 0.281 -0.376
C 1.736 -2.444 1.545 -0.129
C 1.688 -3.808 1.788 -0.092
C 1.322 -4.684 0.774 -0.106
C 1.004 -4.185 -0.481 -0.079
C 1.056 -2.819 -0.722 -0.103
H 2.809 2.882 -3.037 0.072
H 4.357 4.727 -2.483 0.101
H 7.363 2.120 -1.485 0.103
H 5.933 0.150 -1.940 0.089
H 1.159 3.012 -1.700 0.070
H 0.896 5.385 -2.370 0.102
H -0.767 5.997 -4.101 0.100
H -2.161 4.242 -5.141 0.104
H -1.894 1.886 -4.471 0.103
H 0.443 0.735 -5.233 0.100
H 0.150 -0.872 -7.076 0.104
H -1.013 -3.019 -6.675 0.101
H -1.890 -3.544 -4.422 0.104
H -1.621 -1.921 -2.583 0.053
H 2.249 2.526 0.560 0.073
H 4.365 3.483 1.365 0.106
H 6.254 1.993 1.945 0.104
H 6.010 -0.453 1.674 0.105
H 3.905 -1.401 0.832 0.098
H 2.037 -1.768 2.338 0.086
H 1.945 -4.191 2.769 0.101
H 1.286 -5.750 0.961 0.102
H 0.717 -4.860 -1.277 0.105
H 0.807 -2.432 -1.703 0.070
C -3.722 -4.265 0.292 -0.040
C -3.200 -3.290 1.342 -0.630
C -4.365 -2.726 2.160 -0.047
C -2.194 -3.987 2.251 -0.037
N -2.493 -2.251 0.571 -0.050
N -2.010 -1.147 1.340 -0.048
H -4.193 -5.125 0.770 0.086
H -2.898 -4.615 -0.333 0.084
H -4.460 -3.777 -0.349 0.071
H -4.968 -3.544 2.556 0.086
H -5.000 -2.084 1.545 0.058
H -4.018 -2.144 3.018 0.073
H -2.657 -4.844 2.745 0.089
H -1.836 -3.314 3.033 0.057
H -1.336 -4.329 1.673 0.070
H -3.143 -1.855 -0.102 0.040
H -1.154 -1.409 1.826 0.034
H -2.683 -0.826 2.034 0.066
N 1.393 -2.041 6.408 0.124
C 1.281 -1.115 5.396 -0.381
C 0.228 -1.168 4.467 -0.100
N 0.096 -0.260 3.521 0.071
C 0.992 0.730 3.490 -0.156
C 2.038 0.769 4.392 -0.110
N 2.190 -0.150 5.345 0.128
H 0.930 -2.925 6.286 0.089
H 2.286 -2.070 6.870 0.095
H -0.490 -1.982 4.498 0.101
H 0.889 1.473 2.710 0.064
H 2.785 1.552 4.342 0.108


107
Properties=species:S:1:pos:R:3:lowdin_charge:R:1 method="wB97M-V/def2-TZVPD" s_squared=0.76 spin_multiplicity=2 relative_energy_kj_mol=53.9 charge=-2
Rb 0.252 -1.841 1.329 0.975
C -2.516 -2.835 -0.810 -0.095
O -2.371 -3.306 0.513 -0.226
C -3.372 -2.816 1.382 -0.205
C -3.028 -3.300 2.771 -0.182
O -1.897 -2.638 3.303 -0.189
C -2.154 -1.649 4.290 -0.169
C -1.995 -0.239 3.772 -0.210
O -0.612 0.022 3.640 -0.225
C -0.359 1.244 2.974 -0.103
H -3.446 -3.208 -1.260 0.088
H -1.659 -3.208 -1.369 0.091
H -2.517 -1.740 -0.839 0.072
H -4.357 -3.218 1.085 0.130
H -3.430 -1.722 1.334 0.104
H -2.783 -4.366 2.722 0.125
H -3.892 -3.179 3.436 0.119
H -1.443 -1.820 5.103 0.136
H -3.172 -1.777 4.682 0.118
H -2.439 0.457 4.505 0.129
H -2.515 -0.091 2.817 0.102
H -0.771 2.091 3.541 0.091
H -0.798 1.251 1.969 0.066
H 0.722 1.356 2.907 0.097
Cl 5.628 -5.895 -2.981 0.558
C 4.207 -5.325 -2.116 -0.691
C 3.274 -6.262 -1.634 -0.136
C 2.164 -5.854 -0.961 -0.018
C 1.870 -4.458 -0.703 -0.403
O 0.852 -4.122 -0.061 -0.137
C 2.853 -3.534 -1.228 -0.125
C 2.742 -2.099 -1.102 -0.242
O 1.788 -1.455 -0.695 -0.197
C 3.999 -3.994 -1.900 -0.096
H 3.459 -7.318 -1.800 0.091
H 1.451 -6.572 -0.576 0.103
H 3.652 -1.546 -1.432 0.122
H 4.720 -3.266 -2.255 0.103
C 3.208 4.173 -6.716 -0.069
C 2.393 3.579 -5.600 -0.289
C 2.429 2.217 -5.338 -0.033
C 1.683 1.649 -4.308 -0.320
C 1.796 0.160 -4.099 -0.095
C 0.868 2.463 -3.500 -0.358
Te -0.289 1.441 -1.920 1.587
N -1.818 0.853 -0.346 -0.093
C -3.108 0.851 -0.142 -0.659
O -3.623 0.466 0.943 -0.079
C -4.080 1.363 -1.194 -0.154
C -5.265 1.931 -0.730 -0.036
C -6.203 2.441 -1.612 -0.101
C -5.988 2.367 -2.982 -0.118
C -4.827 1.775 -3.455 -0.097
C -3.879 1.282 -2.566 -0.064
C 0.454 2.802 -0.467 -0.361
C -0.371 3.713 0.193 -0.311
C -1.823 3.941 -0.123 -0.080
C 0.172 4.495 1.216 -0.032
C 1.497 4.399 1.594 -0.281
C 2.055 5.223 2.720 -0.058
C 2.303 3.499 0.907 -0.021
C 1.809 2.697 -0.114 -0.279
C 2.751 1.732 -0.775 -0.063
C 0.804 3.831 -3.778 -0.294
C -0.072 4.769 -2.997 -0.065
C 1.572 4.367 -4.810 -0.036
H 3.834 3.413 -7.184 0.065
H 3.865 4.968 -6.354 0.072
H 2.576 4.607 -7.495 0.072
H 3.058 1.575 -5.947 0.104
H 2.547 -0.267 -4.764 0.073
H 0.851 -0.354 -4.293 0.075
H 2.059 -0.090 -3.070 0.035
H -5.419 1.952 0.341 0.109
H -7.108 2.897 -1.227 0.091
H -6.722 2.759 -3.675 0.088
H -4.646 1.693 -4.519 0.094
H -2.976 0.829 -2.950 0.058
H -2.122 3.527 -1.083 0.027
H -2.029 5.015 -0.125 0.082
H -2.454 3.473 0.635 0.086
H -0.480 5.199 1.725 0.113
H 1.322 5.945 3.081 0.067
H 2.946 5.773 2.410 0.073
H 2.344 4.592 3.563 0.079
H 3.347 3.394 1.185 0.115
H 3.730 1.788 -0.300 0.081
H 2.875 1.959 -1.836 0.072
H 2.383 0.706 -0.707 0.042
H -0.963 4.265 -2.619 0.039
H -0.393 5.603 -3.625 0.073
H 0.452 5.177 -2.131 0.087
H 1.510 5.434 -5.003 0.110
Br 3.412 -3.651 7.217 0.717
C 2.050 -4.312 6.043 -0.592
C 1.193 -5.248 6.611 -0.171
C 0.142 -5.765 5.873 -0.110
C -0.053 -5.314 4.573 -0.083
C 0.809 -4.370 4.043 -0.027
C 1.894 -3.850 4.745 -0.138
C 2.809 -2.832 4.029 -0.695
O 3.994 -2.822 4.379 -0.067
O 2.232 -2.175 3.136 -0.168
H 1.358 -5.558 7.634 0.076
H -0.519 -6.502 6.315 0.089
H -0.876 -5.679 3.971 0.096
H 0.614 -4.002 3.044 0.078


106
Properties=species:S:1:pos:R:3:lowdin_charge:R:1 method="wB97M-V/def2-TZVPD" spin_multiplicity=1 relative_energy_kj_mol=0.0 charge=+1
Hf -0.253 0.100 -0.080 1.646
C 4.475 5.241 2.306 -0.036
C 3.723 4.846 3.556 -0.207
C 3.946 5.494 4.765 -0.036
C 3.259 5.142 5.921 -0.074
C 2.341 4.104 5.879 -0.074
C 2.112 3.429 4.688 -0.043
C 2.785 3.805 3.527 -0.193
N 2.603 3.120 2.288 0.143
C 1.499 2.412 1.863 -0.366
N 0.322 2.953 2.235 0.151
C -1.032 2.573 2.044 -0.225
C -1.409 1.488 1.260 -0.218
C -2.799 1.262 1.155 -0.156
C -3.734 2.068 1.770 -0.069
C -3.298 3.137 2.550 -0.039
C -1.949 3.401 2.711 -0.212
C -1.492 4.547 3.588 -0.037
N 1.642 1.380 1.075 0.070
C 3.003 0.943 0.843 -0.255
C 3.503 1.078 -0.452 -0.040
C 4.754 0.605 -0.813 -0.071
C 5.558 -0.005 0.140 -0.077
C 5.098 -0.090 1.447 -0.044
C 3.834 0.379 1.835 -0.214
C 3.482 0.268 3.310 -0.015
H 5.064 6.141 2.478 0.081
H 3.791 5.430 1.474 0.085
H 5.171 4.454 1.984 0.086
H 4.672 6.302 4.797 0.117
H 3.445 5.673 6.848 0.109
H 1.810 3.805 6.777 0.110
H 1.420 2.592 4.671 0.100
H 3.442 2.928 1.769 0.129
H 0.436 3.810 2.747 0.105
H -3.165 0.431 0.566 0.082
H -4.795 1.870 1.650 0.108
H -4.021 3.781 3.044 0.115
H -2.352 5.036 4.041 0.083
H -0.946 5.317 3.026 0.093
H -0.842 4.209 4.403 0.077
H 2.903 1.594 -1.183 0.080
H 5.101 0.726 -1.836 0.113
H 6.544 -0.379 -0.122 0.110
H 5.735 -0.525 2.215 0.122
H 3.484 -0.774 3.636 0.085
H 2.515 0.683 3.560 0.045
H 4.232 0.791 3.907 0.100
C -5.917 -4.041 -0.839 -0.177
Si -4.105 -4.339 -1.100 0.474
C -3.674 -3.999 -2.867 -0.215
C -3.753 -6.116 -0.698 -0.177
C -3.214 -3.292 0.204 -0.229
C -3.633 -3.512 1.514 -0.074
C -3.153 -2.749 2.575 -0.046
C -2.234 -1.773 2.290 -0.133
N -1.747 -1.571 1.055 -0.089
C -2.233 -2.296 0.030 -0.717
S -1.518 -1.854 -1.491 0.660
H -6.495 -4.660 -1.540 0.041
H -6.191 -2.992 -1.006 0.041
H -6.225 -4.316 0.177 0.032
H -4.318 -4.619 -3.511 0.042
H -2.627 -4.245 -3.079 0.021
H -3.831 -2.946 -3.125 0.020
H -4.333 -6.764 -1.372 0.042
H -4.046 -6.359 0.331 0.032
H -2.691 -6.366 -0.819 0.039
H -4.376 -4.287 1.719 0.106
H -3.504 -2.894 3.590 0.110
H -1.881 -1.115 3.065 0.099
Br 0.513 -1.334 7.601 0.781
C 0.663 -1.369 5.724 -0.690
C 1.191 -2.483 5.097 -0.101
C 1.320 -2.490 3.714 -0.020
C 0.935 -1.387 2.963 -0.282
C 0.351 -0.308 3.607 -0.081
C 0.220 -0.288 4.983 -0.111
N 1.117 -1.346 1.533 0.058
C 2.155 -1.894 1.070 -0.083
C 2.382 -2.028 -0.379 -0.255
C 3.418 -2.805 -0.851 0.004
C 3.528 -2.996 -2.220 -0.025
C 2.594 -2.401 -3.046 -0.015
C 1.591 -1.636 -2.477 -0.148
N 1.491 -1.444 -1.169 0.005
H 1.493 -3.345 5.679 0.111
H 1.689 -3.384 3.222 0.123
H -0.006 0.526 3.019 0.077
H -0.234 0.563 5.480 0.111
H 2.912 -2.311 1.727 0.135
H 4.115 -3.260 -0.154 0.128
H 4.321 -3.610 -2.634 0.121
H 2.633 -2.524 -4.123 0.120
H 0.833 -1.166 -3.089 0.090
N -2.616 2.397 -3.209 0.207
C -1.728 1.676 -2.511 -0.518
O -2.059 1.125 -1.456 -0.112
C -0.338 1.518 -3.027 -0.195
C 0.601 1.343 -1.829 -0.307
H -3.564 2.472 -2.880 0.126
H -2.366 2.831 -4.073 0.112
H -0.073 2.353 -3.680 0.114
H -0.348 0.620 -3.656 0.112
H 0.791 2.339 -1.415 0.055
H 1.543 0.976 -2.215 0.011


Total energy values (in a.u.) by entry order: -8591.69346; -3807.80272; -5727.20068; -5512.44727.